Molecular formula: C21H59N3O10
Method: DFT, the ωB97M-V functional and the def2-TZVPD basis

Summary:
LUMO ... 0.58 eV
Total charge ... 0
E_tot ... -47672.5752 eV
Orbital gap ... 0.34012 hartree
Molar mass ... 513.7 g mol⁻¹
ΔE to the lowest compared entry with this formula, charge and spin ... 94.15 kcal per mole

Each line ends with the Mulliken charge.
Positions of all 93 atoms, in Å:
C1 -9.828 -14.153 -1.176  -0.8484
O1 -9.910 -15.165 -2.130  -0.2007
C2 -8.895 -16.194 -2.088  -1.0904
C3 -8.721 -16.780 -3.506  -0.1274
N1 -9.642 -17.883 -3.864  -0.0260
C4 -10.995 -17.510 -4.238  -1.2140
C5 -11.101 -16.680 -5.495  0.3877
O2 -12.490 -16.516 -5.762  -0.4299
C6 -12.788 -15.696 -6.921  -0.8835
H1 -8.861 -13.650 -1.173  0.3147
H2 -10.124 -14.531 -0.198  0.3148
H3 -10.524 -13.333 -1.354  0.2583
H4 -8.941 -16.899 -1.258  0.4197
H5 -7.973 -15.648 -1.889  0.4653
H6 -7.730 -17.232 -3.533  0.1980
H7 -8.689 -15.954 -4.216  -0.0483
H8 -9.876 -18.405 -3.032  0.3533
H9 -11.422 -16.939 -3.414  0.4909
H10 -11.493 -18.476 -4.322  0.4892
H11 -10.644 -17.193 -6.342  -0.3585
H12 -10.533 -15.755 -5.593  0.4705
H13 -13.847 -15.853 -7.123  0.3449
H14 -12.333 -16.030 -7.854  0.2921
H15 -12.610 -14.627 -6.809  0.3369
C7 -0.186 -16.378 -5.756  -0.7260
O3 -1.579 -16.303 -5.494  -0.2976
C8 -1.955 -15.450 -4.385  -0.5844
C9 -3.444 -15.480 -3.984  -0.5278
N2 -4.293 -14.983 -5.025  -0.3467
C10 -5.707 -15.044 -4.719  -0.3146
C11 -6.460 -14.529 -5.985  -0.7529
O4 -7.878 -14.390 -5.723  -0.2240
C12 -8.639 -13.980 -6.843  -0.7330
H16 0.228 -17.114 -5.065  0.2860
H17 0.310 -15.409 -5.799  0.2977
H18 -0.074 -16.786 -6.760  0.2402
H19 -1.587 -14.463 -4.665  0.3684
H20 -1.440 -15.796 -3.489  0.3831
H21 -3.648 -14.808 -3.151  0.3502
H22 -3.745 -16.501 -3.751  0.2722
H23 -4.102 -15.631 -5.776  0.3083
H24 -5.856 -14.388 -3.862  0.4919
H25 -6.134 -16.008 -4.443  -0.0250
H26 -6.214 -15.115 -6.871  0.3344
H27 -6.137 -13.508 -6.183  0.4355
H28 -9.679 -13.839 -6.549  0.1571
H29 -8.554 -14.834 -7.515  0.2728
H30 -8.271 -13.063 -7.303  0.3629
C13 -14.312 -19.569 -6.447  -0.5215
O5 -14.053 -19.928 -7.811  -0.4429
C14 -12.707 -19.631 -8.212  -0.2761
C15 -11.571 -20.101 -7.271  0.0115
N3 -10.324 -20.119 -8.060  1.0881
C16 -10.077 -21.257 -8.897  -0.7080
C17 -8.751 -21.152 -9.649  -0.7419
O6 -8.827 -20.041 -10.504  -0.4078
C18 -7.579 -19.579 -10.982  -0.7914
H31 -14.066 -20.358 -5.737  0.2674
H32 -15.380 -19.352 -6.413  0.3184
H33 -13.848 -18.673 -6.034  0.0894
H34 -12.529 -18.584 -8.455  0.0385
H35 -12.614 -20.286 -9.079  0.4023
H36 -11.850 -21.072 -6.861  0.3228
H37 -11.556 -19.315 -6.517  -0.6056
H38 -9.524 -19.912 -7.479  -0.2325
H39 -10.911 -21.279 -9.599  0.2975
H40 -9.992 -22.202 -8.360  0.2886
H41 -8.607 -22.020 -10.293  0.4642
H42 -7.913 -21.120 -8.952  0.3958
H43 -7.676 -18.957 -11.871  0.2910
H44 -6.876 -20.392 -11.160  0.4331
H45 -7.016 -19.007 -10.244  0.2246
C19 -7.666 -17.878 -6.970  -0.1073
O7 -8.512 -18.789 -6.351  0.8213
H46 -6.950 -17.561 -6.212  0.2135
H47 -7.228 -18.428 -7.803  -0.0206
H48 -8.282 -17.070 -7.365  -0.1679
H49 -8.772 -18.487 -5.478  -0.6239
C20 -9.018 -22.236 -5.117  -0.4193
O8 -8.713 -22.844 -3.893  -0.5898
H50 -8.179 -22.265 -5.812  0.2916
H51 -9.866 -22.781 -5.532  0.3851
H52 -9.256 -21.187 -4.942  -0.0189
H53 -8.559 -23.787 -3.985  0.3071
C21 -5.966 -20.352 -4.868  -0.4086
O9 -6.194 -21.232 -3.771  -0.6106
H54 -6.765 -19.613 -4.803  0.0800
H55 -4.962 -19.936 -4.779  0.3271
H56 -5.972 -20.844 -5.840  0.2241
H57 -7.007 -21.736 -3.849  0.3462
O10 -9.758 -17.677 -9.566  -0.6894
H58 -9.548 -18.133 -10.381  0.3242
H59 -9.786 -18.368 -8.904  0.1926


Molecular formula: C21H59N7O6
Method: DFT, the ωB97M-V functional and the def2-TZVPD basis

Summary:
LUMO ... 0.32 eV
Total charge ... 0
E_tot ... -45443.5893 eV
Orbital gap ... 0.35067 hartree
Molar mass ... 505.7 g mol⁻¹
ΔE to the lowest compared entry with this formula, charge and spin ... 115.14 kcal per mole

Each line ends with the Mulliken charge.
Positions of all 93 atoms, in Å:
C1 8.940 -6.542 0.169  -0.7596
O1 7.850 -5.696 0.524  -0.3112
C2 6.836 -5.637 -0.477  -0.6764
C3 5.595 -4.876 0.076  0.4193
C4 4.855 -5.540 1.248  -1.3525
N1 4.510 -4.866 -0.958  -0.7036
H1 9.384 -6.226 -0.775  0.2993
H2 8.684 -7.601 0.223  0.3163
H3 9.707 -6.444 0.937  0.2532
H4 7.267 -5.186 -1.371  0.3838
H5 6.578 -6.661 -0.748  0.3123
H6 5.775 -3.819 0.273  0.2747
H7 3.901 -5.149 1.603  0.3995
H8 5.586 -5.234 1.996  0.3209
H9 4.809 -6.626 1.173  0.3289
H10 5.008 -4.722 -1.825  0.2265
H11 4.080 -5.770 -1.091  0.2694
C5 5.843 3.086 -4.644  -0.7316
O2 6.708 2.122 -5.253  -0.3130
C6 6.015 0.854 -5.321  -0.7260
C7 6.914 -0.262 -5.826  0.2392
C8 7.445 0.042 -7.219  -1.3772
N2 6.248 -1.506 -5.916  -0.7262
H12 5.403 2.793 -3.691  0.3046
H13 4.955 3.268 -5.249  0.3155
H14 6.419 4.001 -4.504  0.2534
H15 5.706 0.580 -4.312  0.3749
H16 5.163 0.707 -5.985  0.2773
H17 7.762 -0.479 -5.176  0.3982
H18 7.973 0.995 -7.178  0.3216
H19 6.716 -0.055 -8.023  0.3741
H20 8.218 -0.707 -7.391  0.4153
H21 5.747 -1.405 -6.787  0.2958
H22 6.996 -2.162 -6.093  0.3046
C9 2.106 5.564 8.169  -0.6383
O3 1.608 6.798 7.673  -0.3533
C10 0.657 6.843 6.619  -0.7865
C11 1.092 6.169 5.353  0.5503
C12 2.268 6.840 4.645  -1.4140
N3 -0.095 6.352 4.526  -0.7094
H23 2.968 5.724 8.817  0.2353
H24 2.308 4.866 7.356  0.2739
H25 1.260 5.100 8.676  0.2947
H26 -0.336 6.610 7.004  0.3732
H27 0.612 7.919 6.455  0.2478
H28 1.145 5.106 5.588  0.3259
H29 2.145 7.908 4.464  0.3465
H30 2.373 6.470 3.625  0.4288
H31 3.212 6.657 5.159  0.3137
H32 -0.086 5.496 3.989  0.2430
H33 0.000 6.923 3.698  0.2686
C13 -5.738 -4.038 -3.569  -0.7952
O4 -6.208 -4.008 -2.295  -0.2604
C14 -7.579 -4.394 -2.150  -0.8155
C15 -8.115 -4.246 -0.749  0.5650
C16 -7.198 -4.963 0.273  -1.3544
N4 -9.468 -4.753 -0.569  -0.7861
H34 -6.278 -3.350 -4.219  0.3133
H35 -5.723 -5.025 -4.031  0.3193
H36 -4.664 -3.859 -3.606  0.2515
H37 -8.350 -4.135 -2.876  0.3526
H38 -7.520 -5.473 -2.290  0.2970
H39 -8.166 -3.189 -0.489  0.3082
H40 -6.198 -4.530 0.259  0.3226
H41 -7.049 -6.007 -0.004  0.3157
H42 -7.532 -4.886 1.307  0.3953
H43 -9.751 -4.685 0.398  0.2750
H44 -9.944 -3.942 -0.938  0.2958
C17 -6.535 2.933 -0.822  -0.7767
O5 -7.456 3.740 -0.125  -0.3251
C18 -6.895 4.280 1.079  -0.6252
C19 -6.826 3.149 2.132  0.5890
C20 -8.200 2.539 2.381  -1.4032
N5 -6.289 3.701 3.368  -0.7871
H45 -5.916 2.176 -0.341  0.2906
H46 -5.810 3.557 -1.346  0.3146
H47 -7.042 2.389 -1.619  0.2831
H48 -5.972 4.839 0.926  0.3619
H49 -7.578 5.058 1.420  0.3304
H50 -6.199 2.286 1.908  0.2106
H51 -8.557 2.045 1.477  0.3138
H52 -8.922 3.272 2.739  0.3225
H53 -8.092 1.755 3.131  0.3795
H54 -5.382 4.130 3.256  0.2401
H55 -6.061 2.895 3.932  0.2815
N6 -0.780 -0.794 -0.545  -0.3582
C21 -0.178 0.303 -0.170  0.6180
N7 1.102 0.037 -0.179  -0.3997
O6 -0.671 1.306 0.192  -0.6061
H56 -1.770 -0.844 -0.739  0.2045
H57 -0.184 -1.513 -0.930  0.1270
H58 1.337 -0.923 -0.388  0.1876
H59 1.528 0.544 0.583  0.2256


Molecular formula: C21H60Ag5N10O9
Method: DFT, the ωB97M-V functional and the def2-TZVPD basis

Summary:
LUMO ... -10.52 eV
Total charge ... +3
E_tot ... -76047.9139 eV
Orbital gap ... 0.14916 hartree
Molar mass ... 1136.1 g mol⁻¹

Each line ends with the Mulliken charge.
Positions of all 105 atoms, in Å:
Ag1 -4.002 -21.411 -7.729  0.7183
Ag2 -5.705 -25.469 -3.732  0.6427
Ag3 -7.085 -19.434 -5.548  0.7116
Ag4 -5.594 -22.578 -4.403  0.4143
Ag5 -5.133 -25.195 -6.965  0.5165
O1 -7.016 -24.398 -5.538  -0.0034
C1 -7.785 -23.526 -6.354  -0.6505
C2 -7.113 -22.361 -7.161  0.7445
O2 -6.129 -21.549 -6.541  -0.7702
H1 -8.527 -23.032 -5.708  0.1909
H2 -8.425 -23.999 -7.107  -0.0482
H3 -7.842 -21.623 -7.494  -0.2811
H4 -6.759 -22.909 -8.048  -0.1169
C3 -6.943 -18.728 -9.958  -1.1006
C4 -5.788 -18.613 -8.941  2.7594
C5 -4.418 -18.763 -9.589  -1.4130
O3 -4.229 -20.103 -10.014  -0.0446
C6 -3.185 -20.295 -10.974  -0.8831
N1 -5.822 -17.358 -8.205  -0.6360
H5 -7.899 -18.922 -9.472  0.0736
H6 -6.620 -19.353 -10.785  0.1248
H7 -7.147 -17.723 -10.343  0.4121
H8 -5.994 -19.430 -8.235  -1.4686
H9 -3.716 -18.549 -8.772  0.4335
H10 -4.205 -18.018 -10.359  0.5402
H11 -3.075 -21.341 -11.252  0.2618
H12 -2.256 -19.939 -10.519  0.3628
H13 -3.379 -19.715 -11.877  0.2945
H14 -5.507 -16.526 -8.685  0.2731
H15 -6.732 -17.167 -7.809  0.1921
C7 -10.463 -19.101 -3.847  -1.4742
C8 -9.424 -19.501 -2.792  0.3229
C9 -9.910 -20.513 -1.733  -0.6329
O4 -9.887 -19.963 -0.425  -0.3465
C10 -10.578 -20.796 0.496  -0.7378
N2 -8.236 -20.096 -3.498  -0.2630
H16 -10.862 -19.926 -4.443  0.3421
H17 -10.070 -18.370 -4.553  0.2471
H18 -11.301 -18.662 -3.305  0.5104
H19 -9.038 -18.627 -2.268  0.4687
H20 -9.240 -21.381 -1.678  0.2388
H21 -10.896 -20.914 -1.990  0.4252
H22 -10.182 -21.814 0.573  0.3041
H23 -11.643 -20.787 0.263  0.3256
H24 -10.388 -20.362 1.476  0.2711
H25 -7.573 -20.475 -2.827  0.2251
H26 -8.689 -20.934 -3.869  0.0037
C11 -11.094 -24.314 -9.216  -1.3338
C12 -11.223 -25.374 -8.137  0.9620
C13 -12.605 -25.524 -7.487  -0.8394
O5 -12.542 -26.675 -6.667  -0.3326
C14 -13.669 -26.749 -5.789  -0.7914
N3 -10.737 -26.639 -8.706  -0.7338
H27 -11.823 -24.458 -10.017  0.4749
H28 -10.121 -24.335 -9.702  0.1847
H29 -11.376 -23.387 -8.705  0.3001
H30 -10.481 -25.258 -7.332  -0.2766
H31 -13.384 -25.740 -8.229  0.4249
H32 -12.863 -24.644 -6.889  0.4280
H33 -14.527 -27.000 -6.419  0.3318
H34 -13.865 -25.798 -5.293  0.3192
H35 -13.577 -27.561 -5.073  0.2544
H36 -11.274 -26.845 -9.547  0.2683
H37 -10.987 -27.347 -8.015  0.2389
C15 -7.393 -24.312 -11.772  -1.0106
C16 -8.399 -23.383 -12.422  0.7438
C17 -7.904 -21.939 -12.734  -0.4469
O6 -9.045 -21.247 -13.155  -0.3231
C18 -8.722 -20.031 -13.826  -0.7272
N4 -8.889 -24.006 -13.656  -0.7600
H38 -6.498 -24.586 -12.327  0.5066
H39 -7.925 -25.245 -11.566  0.2229
H40 -7.170 -23.937 -10.765  -0.0737
H41 -9.218 -23.182 -11.728  -0.0319
H42 -7.135 -21.976 -13.522  0.4490
H43 -7.347 -21.445 -11.926  -0.0434
H44 -8.535 -19.236 -13.095  0.1915
H45 -9.686 -19.722 -14.234  0.2897
H46 -7.947 -20.085 -14.587  0.3602
H47 -8.309 -23.774 -14.459  0.2874
H48 -9.699 -23.425 -13.877  0.3496
C19 -7.989 -27.557 -3.805  0.6888
O7 -6.740 -27.640 -3.900  -0.7375
N5 -8.697 -26.530 -4.338  -0.1347
N6 -8.735 -28.384 -3.062  -0.3744
H49 -8.251 -25.801 -4.883  -0.0692
H50 -9.693 -26.586 -4.453  0.2557
H51 -9.732 -28.453 -3.143  0.1998
H52 -8.257 -29.223 -2.757  0.3042
C20 -9.715 -18.435 -7.250  0.7400
O8 -8.628 -18.031 -6.766  -0.6657
N7 -10.761 -17.620 -7.384  -0.3840
N8 -9.944 -19.723 -7.572  -0.1113
H53 -10.503 -16.654 -7.228  0.2950
H54 -11.714 -17.874 -7.558  0.1714
H55 -9.292 -20.427 -7.288  -0.0453
H56 -10.853 -20.031 -7.869  0.1888
C21 -6.771 -27.183 -8.854  0.6224
O9 -5.685 -27.083 -8.235  -0.6951
N9 -7.904 -26.491 -8.536  0.1880
N10 -6.824 -27.840 -10.018  -0.3146
H57 -7.800 -26.078 -7.620  -0.2502
H58 -8.847 -26.804 -8.813  0.3332
H59 -7.616 -27.663 -10.610  0.1928
H60 -6.018 -28.364 -10.312  0.2576


Which of these has the lowest E_tot? C21H60Ag5N10O9


Which value of total charge does entry 3 give? +3